Version 1
Formula: C2H4ClNS
Source: OMol25
Level of theory: ωB97M-V with the def2-TZVPD basis set

Last column: natural (NBO) charge in e.
Element x y z (Å)
C 1.13582 0.34349 -0.18999  -0.4048
N -0.43282 0.39819 -0.15408  -0.4160
Cl -1.19834 1.80369 -0.70780  0.1626
C -1.17035 -0.55767 0.46933  -0.0717
S -0.42134 -1.91644 1.09580  -0.1636
H 1.35015 -0.74940 -0.38323  0.2375
H 1.31147 0.81301 -1.06558  0.2098
H 1.64735 0.49618 0.70124  0.2261
H -2.22194 -0.63106 0.23431  0.2201

Values from the calculation:
* Kohn-Sham gap: 8.91 eV
* charge: 0

Version 2
Formula: C2H4ClNS
Source: OMol25
Level of theory: ωB97M-V with the def2-TZVPD basis set

Last column: natural (NBO) charge in e.
Element x y z (Å)
C 1.66627 0.11311 0.13184  -0.1958
C -1.06578 0.18714 -0.36365  -0.4734
N -0.38771 0.34455 0.86929  -0.4614
S 1.88172 -1.17261 -0.72356  0.2251
Cl -0.64323 -0.87594 2.04271  0.0867
H 2.13228 1.05439 0.07043  0.1959
H -0.61299 -0.67078 -0.94093  0.1760
H -2.15583 -0.16453 -0.10939  0.2256
H -0.81473 1.18465 -0.97672  0.2213

Values from the calculation:
* Kohn-Sham gap (alpha / beta): 7.22 / 7.22 eV
* charge: 0

version 1 comes first in stability; the runner-up is 66.3 kcal/mol higher.

Version 1
Formula: C4H9NO2S
Source: OMol25
Level of theory: ωB97M-V with the def2-TZVPD basis set

Last column: natural (NBO) charge in e.
Element x y z (Å)
C 1.20595 2.40741 1.65836  1.0622
C -2.07369 -0.72119 0.46500  -0.4279
C 2.25452 0.36961 -1.09062  -0.7588
C -0.17095 0.86966 -0.02585  -0.6994
N -0.65327 -0.29044 0.79947  -0.5388
O 0.75463 1.77792 2.50607  -0.5704
O 1.71007 3.07974 0.88116  -0.5220
S 0.49628 0.25504 -1.50361  0.1457
H -2.19478 -1.72484 0.94874  0.2014
H -2.78966 -0.00189 0.66355  0.2163
H -1.99288 -0.87585 -0.61218  0.2232
H 2.41777 1.45676 -0.95042  0.2219
H 2.95861 0.06780 -1.80348  0.2223
H 2.22294 0.07453 -0.07856  0.2066
H -1.00612 1.34356 -0.43689  0.1766
H -0.00135 -1.15004 0.72449  0.4280
H -0.88339 -0.09254 1.80403  0.4132

Values from the calculation:
* Kohn-Sham gap: 7.49 eV
* charge: 0

Version 2
Formula: C4H9NO2S
Source: OMol25
Level of theory: ωB97M-V with the def2-TZVPD basis set

Last column: natural (NBO) charge in e.
Element x y z (Å)
C 1.95506 0.63475 -0.15235  -0.4410
C 0.75025 0.55037 0.89180  -0.2985
C 1.39840 -0.10950 -1.35245  -0.1143
C -2.61366 -0.92357 0.63513  -0.8674
N -0.01947 -0.54926 0.36798  -0.3302
O -1.58553 1.41109 -0.31923  -0.9662
O 0.64681 -1.18182 -0.72872  -0.3909
S -1.52800 -0.01195 -0.53216  1.3664
H 2.27236 1.65472 -0.30741  0.2249
H 2.98778 0.16072 0.24985  0.2094
H 1.17231 0.32324 1.90944  0.2137
H 0.02320 1.44056 0.86158  0.2545
H 0.69810 0.52514 -2.00818  0.1776
H 2.18635 -0.52701 -1.94921  0.2084
H -3.50282 -0.29546 0.83555  0.2444
H -1.87572 -1.23175 1.47586  0.2706
H -2.96540 -1.87027 0.12253  0.2385

Values from the calculation:
* Kohn-Sham gap: 9.83 eV
* charge: 0

version 1 comes first in stability; the runner-up is 23.6 kcal/mol higher.

Version 1
Formula: C2H9N2S
Source: OMol25
Level of theory: ωB97M-V with the def2-TZVPD basis set

Last column: natural (NBO) charge in e.
Element x y z (Å)
C 1.35306 0.85517 -0.16004  -0.6153
C 0.06243 0.10839 -0.31358  0.0861
N -0.97312 0.59756 0.38482  -0.7168
N 0.34029 -1.45034 -0.01881  -0.7506
S -2.55751 -0.10617 0.12721  0.1994
H 1.27889 1.16709 0.82938  0.2340
H 1.28557 1.77468 -0.81416  0.2735
H 2.10508 0.06054 -0.40617  0.2034
H -0.34695 0.18618 -1.37882  0.2440
H -0.80664 0.86573 2.05141  0.3451
H -0.14612 -1.51254 0.89250  0.4573
H 1.34492 -1.52766 -0.02449  0.4341
H 0.03955 -2.07538 -0.79320  0.4558
H -2.97944 1.05676 -0.37604  0.1499

Values from the calculation:
* Kohn-Sham gap: 8.82 eV
* charge: +1

Version 2
Formula: C2H9N2S
Source: OMol25
Level of theory: ωB97M-V with the def2-TZVPD basis set

Last column: natural (NBO) charge in e.
Element x y z (Å)
C -2.29930 -0.73754 0.14514  -0.7476
S -1.28171 0.70301 -0.14539  0.0219
C 0.74317 0.04804 0.25840  0.0925
N 1.25134 -0.93182 -0.55750  -0.8203
N 1.36501 1.32415 0.14188  -0.6863
H -1.77887 -1.11607 0.99151  0.2307
H -2.21472 -1.29689 -0.84642  0.2372
H -3.33598 -0.31932 0.23632  0.2732
H 0.78431 -0.27953 1.28378  0.2198
H 1.26904 -0.55862 -1.56120  0.3972
H 0.75308 -1.82091 -0.29621  0.4286
H 1.15711 1.78091 -0.70492  0.4427
H 1.18186 1.94060 0.92219  0.4649
H 2.40566 1.26399 0.13242  0.4456

Values from the calculation:
* Kohn-Sham gap: 9.07 eV
* charge: +1

version 2 comes first in stability; the runner-up is 64.6 kcal/mol higher.

Version 1
Formula: C4H12O2
Source: OMol25
Level of theory: ωB97M-V with the def2-TZVPD basis set

Last column: natural (NBO) charge in e.
Element x y z (Å)
C 2.43380 0.44411 -0.03823  -0.5824
C 1.09166 0.97838 0.54153  -0.3998
C -0.00677 -0.05145 0.23389  0.1338
C -1.36141 0.79509 -0.03460  -0.4853
O -0.28658 -0.84795 1.27975  -0.3839
H 2.36972 0.34841 -1.12424  0.2286
H 2.64791 -0.52167 0.38776  0.2239
H 3.19604 1.19284 0.15642  0.2625
H 1.25207 1.14693 1.58586  0.2334
H 0.85948 1.95146 0.11386  0.2438
H 0.14263 -0.70856 -0.61910  0.2563
H -2.11055 0.11366 -0.38078  0.2549
H -1.69142 1.25229 0.88654  0.2328
H -1.16143 1.56340 -0.76483  0.2588
H -0.26947 -0.41429 2.15537  0.5171
H -1.83597 -2.89480 -1.75883  0.4717
H -2.69617 -2.07634 -0.84240  0.4533
O -2.57354 -2.27151 -1.77798  -0.9197

Values from the calculation:
* 2S+1: 2
* Kohn-Sham gap (alpha / beta): 11.55 / 5.50 eV
* charge: +1

Version 2
Formula: C4H12O2
Source: OMol25
Level of theory: ωB97M-V with the def2-TZVPD basis set

Last column: natural (NBO) charge in e.
Element x y z (Å)
C 1.24434 0.05332 -1.31185  -0.6419
C 0.10764 1.11853 -1.26306  -0.3509
C -1.23689 0.46157 -0.91828  0.1097
C -2.42672 1.38590 -1.07702  -0.6361
O -1.61710 -0.75306 -1.46435  -0.3906
H 2.10254 0.51019 -1.79193  0.2757
H 1.43389 -0.46147 -0.35531  0.2379
H 0.97463 -0.76683 -1.98327  0.2090
H -0.13313 1.40355 -2.28036  0.2833
H 0.44246 1.97278 -0.67594  0.2762
H -0.95164 0.29528 0.15844  0.3502
H -3.21702 0.81068 -0.57328  0.2667
H -2.63976 1.55378 -2.15119  0.2624
H -2.09405 2.32915 -0.63153  0.2422
H -0.84234 -1.32425 -1.26630  0.5060
H 2.37686 -1.69746 4.76892  0.4598
H 3.83590 -1.27021 4.88326  0.4678
O 3.21975 -1.96147 5.14881  -0.9277

Values from the calculation:
* 2S+1: 2
* Kohn-Sham gap (alpha / beta): 10.01 / 3.86 eV
* charge: +1

version 1 comes first in stability; the runner-up is 10.9 kcal/mol higher.

Version 1
Formula: C5H7NS2
Source: OMol25
Level of theory: ωB97M-V with the def2-TZVPD basis set

Last column: natural (NBO) charge in e.
Element x y z (Å)
C -2.68535 1.29421 0.60536  -0.0740
N -1.69082 0.51129 0.28568  -0.6018
S -1.42385 0.12467 -1.29651  0.4818
C 0.24495 -0.44760 -1.01134  -0.4650
C 0.63223 -1.31702 0.18794  -0.4068
C 1.97924 -0.58626 0.33966  -0.5054
C 1.40315 0.48035 -0.56176  -0.0198
S 1.59540 2.11311 -0.49112  0.0454
H -2.86029 1.39589 1.68823  0.1864
H -3.41203 1.92484 -0.16306  0.1640
H 0.49243 -1.01188 -1.85061  0.2403
H -0.01506 -0.96287 1.09003  0.2488
H 0.55419 -2.42063 -0.05363  0.2250
H 2.27779 -0.13925 1.35482  0.2420
H 2.90802 -0.95886 -0.12368  0.2391

Values from the calculation:
* Kohn-Sham gap: 8.31 eV
* charge: 0

Version 2
Formula: C5H7NS2
Source: OMol25
Level of theory: ωB97M-V with the def2-TZVPD basis set

Last column: natural (NBO) charge in e.
Element x y z (Å)
C 1.79537 -0.06968 1.46247  -0.6864
C 1.16655 -0.70590 0.26030  0.1310
S 1.79341 -1.97708 -0.55599  -0.0580
N -0.01362 -0.14609 -0.18380  -0.4427
C -0.84033 -0.55208 -1.31441  -0.1983
C -1.80673 0.60249 -0.92587  -0.4744
C -0.83759 0.89192 0.22085  0.1084
S -0.79643 1.98392 1.41053  -0.0261
H 1.07952 -0.09086 2.32788  0.2501
H 1.99006 0.97458 1.29031  0.2473
H 2.73058 -0.58682 1.67806  0.2433
H -1.27936 -1.56324 -1.20352  0.2157
H -0.31477 -0.44462 -2.25739  0.2166
H -2.79260 0.30142 -0.56095  0.2373
H -1.87405 1.38203 -1.64846  0.2361

Values from the calculation:
* Kohn-Sham gap: 8.21 eV
* charge: 0

version 2 comes first in stability; the runner-up is 54.4 kcal/mol higher.

Version 1
Formula: C4H14N3O
Source: OMol25
Level of theory: ωB97M-V with the def2-TZVPD basis set

Last column: natural (NBO) charge in e.
Element x y z (Å)
C 0.34351 1.43624 -1.63528  -0.1928
C 0.61224 -0.11893 -1.31516  -0.4474
C 0.07634 -0.65203 0.02034  -0.0353
C 0.67572 -0.21108 1.13547  0.0400
N 0.65537 -0.41328 2.51497  -0.8069
N -0.78514 -1.76757 0.07469  -0.7200
N 1.65274 1.94053 -1.53932  -0.8711
H -0.43985 1.83455 -1.00023  0.2098
H -0.12026 1.47302 -2.72894  0.1621
H 1.70969 -0.30774 -1.37478  0.2343
H 0.32703 -0.62304 -2.16419  0.2194
H 1.33704 0.58378 0.79093  0.2406
H 0.23994 -1.28317 2.88384  0.3838
H 1.21463 0.02582 3.17718  0.4195
H -1.10464 -1.93363 -0.85993  0.4408
H -1.74783 -1.59073 0.60109  0.4833
H -0.30290 -2.67072 0.48374  0.4347
H 2.45602 1.72220 -2.20816  0.3928
H 1.57127 2.97029 -1.72997  0.3668
H -3.55764 -0.34940 1.64873  0.4917
H -2.06723 0.21900 1.92577  0.5155
O -2.74606 -0.28410 1.29920  -0.9618

Values from the calculation:
* Kohn-Sham gap: 8.83 eV
* charge: +1

Version 2
Formula: C4H14N3O
Source: OMol25
Level of theory: ωB97M-V with the def2-TZVPD basis set

Last column: natural (NBO) charge in e.
Element x y z (Å)
C -0.99109 0.23014 -1.68826  -0.2153
C 0.31386 0.13323 -0.96406  -0.4610
C 0.36214 0.10414 0.50924  0.2357
C 0.71604 1.19401 1.10050  -0.1852
N 0.82927 1.48999 2.53784  -0.7110
N 0.21398 -1.15898 1.12793  -0.8412
N -1.80410 1.27311 -1.13720  -0.8971
H -1.31205 -0.87249 -1.41798  0.1750
H -0.79103 0.11013 -2.73744  0.2238
H 0.92235 0.94400 -1.53019  0.2209
H 0.83027 -0.81518 -1.21872  0.2388
H 0.95704 2.04098 0.41161  0.2412
H 1.49213 0.90478 3.03612  0.4374
H 1.25296 2.46936 2.85744  0.4699
H -0.18028 1.36868 2.94422  0.4675
H -0.16408 -1.84901 0.57780  0.4135
H 1.09259 -1.47105 1.57234  0.3851
H -2.03162 2.12742 -1.56813  0.3985
H -2.42546 0.96998 -0.28869  0.3874
H -0.51920 -3.38772 -1.56703  0.5089
H 1.08555 -3.01651 -1.36898  0.5019
O 0.15073 -2.78901 -1.18835  -0.9948

Values from the calculation:
* Kohn-Sham gap: 8.10 eV
* charge: +1

version 1 comes first in stability; the runner-up is 6.7 kcal/mol higher.